(1)
The following is a DFT calculation (ωB97M-V with the def2-TZVPD basis set) of C20H26Cl2N3O2RuS2 as an isolated structure at a distorted geometry.

Structure (XYZ):
```
56
Properties=species:S:1:pos:R:3:forces:R:3:mulliken_charge:R:1
C -0.668 3.919 -1.147 -1.242 0.200 -0.123 -0.520
C -1.696 -3.625 -0.705 -0.724 0.424 -0.482 -0.458
C -0.594 -5.766 -1.021 -1.680 1.909 0.814 -0.527
H 0.927 4.758 -2.091 0.946 0.308 -0.121 0.427
C 1.207 -1.797 2.885 -0.420 0.304 -1.689 -0.026
Ru 0.169 1.135 -0.474 0.129 0.274 0.060 0.652
O 1.669 2.218 0.761 0.849 -0.151 -0.406 -0.726
C -0.621 -2.585 4.810 0.505 -0.823 1.912 -0.572
H -2.027 -2.634 3.137 -0.499 0.088 0.594 0.456
H 2.470 2.846 -3.637 0.038 0.187 -0.049 0.313
H 1.013 -3.799 1.290 -0.033 -0.654 -0.508 0.269
S -0.745 -1.658 0.942 -0.206 -0.535 -0.669 0.218
C 0.391 -5.379 -0.109 0.407 -0.914 -0.749 -0.619
C -0.729 -3.313 0.183 1.691 0.878 1.555 0.890
H -2.415 -5.203 -1.993 -0.343 0.198 0.008 0.405
H 0.460 2.299 -4.569 -0.491 -0.041 -0.598 0.390
H 2.684 -1.801 4.318 -0.242 -0.255 0.446 0.399
H -0.207 4.101 -0.182 -0.134 0.446 0.235 0.153
C 1.505 3.078 2.995 -1.672 -0.054 -0.893 0.070
Cl 0.600 4.587 3.257 0.289 -0.101 0.095 -0.119
H 1.267 -1.357 0.034 -0.211 0.292 -0.071 0.196
H -2.380 -2.840 -0.938 -0.864 0.021 -0.329 0.435
C 1.626 -2.000 4.155 0.722 -0.408 1.896 -0.714
N 1.217 2.623 -1.933 1.546 0.542 1.079 0.127
H -1.401 4.707 -1.421 0.617 -0.081 0.330 0.409
C -0.140 -1.958 2.563 0.821 -0.170 0.542 0.590
H 2.545 3.305 2.861 0.418 -0.102 0.242 0.357
H -2.655 1.185 -3.767 0.279 -0.125 -0.241 0.445
H -1.342 -2.923 5.594 0.692 0.365 -0.833 0.367
C 0.919 2.426 1.754 -1.162 0.052 -0.759 0.779
C -1.689 -4.870 -1.271 1.646 -1.934 -0.589 -0.623
H 1.978 -1.539 2.154 -0.501 0.177 0.078 0.256
H -3.054 3.027 -2.234 0.146 0.080 -0.166 0.299
C 0.887 1.470 -4.036 0.833 -0.624 -0.052 -0.697
H -3.073 1.483 -1.524 0.733 -0.089 -0.162 0.444
C 1.917 2.078 -3.100 0.507 -0.700 0.541 -0.741
H 1.245 -6.026 0.051 -0.131 -0.056 0.214 0.407
C 0.748 -2.422 5.167 -0.954 0.880 0.250 -0.533
H -0.645 -6.744 -1.448 0.324 -0.382 -0.295 0.437
H 0.013 3.792 -3.191 0.050 -0.037 0.410 0.267
Cl 1.139 1.842 4.160 0.490 -0.259 1.232 -0.091
N -1.405 2.665 -0.965 -0.055 -1.438 -0.652 -0.011
H 1.369 0.770 -4.739 -0.278 0.433 0.173 0.447
C 0.415 3.818 -2.166 -0.990 0.034 -1.266 -0.864
N 0.421 -0.793 0.165 0.111 -0.459 0.044 -0.342
H 1.923 2.897 -1.243 -0.031 -0.150 -0.183 0.431
C -1.810 1.690 -3.293 -0.313 -0.625 -0.443 -0.477
O -0.305 2.087 1.657 0.805 0.178 -0.094 -0.581
C 0.324 -4.161 0.513 -0.127 1.085 0.695 -0.282
H 2.688 1.363 -2.720 -0.758 0.313 -0.358 0.377
H -1.868 2.726 -0.082 -0.609 0.075 0.669 0.355
S -0.418 0.546 -3.184 0.020 -0.570 0.266 -0.029
H -1.458 2.427 -3.996 -0.272 0.584 0.021 0.344
H 1.033 -2.472 6.258 -0.147 -0.191 -1.553 0.374
C -2.376 2.194 -2.005 -0.666 1.379 1.204 -0.814
C -1.047 -2.398 3.522 0.141 0.221 -1.272 -0.418
```
Forces are in eV/Å.

Computed properties:
**Highest occupied orbital energy (alpha / beta)**: -14.57 / -14.60 eV
**Molar mass**: 576.6 g/mol
**Lowest unoccupied orbital energy (alpha / beta)**: -5.14 / -8.17 eV
**Net charge**: +2
**<S²>**: 8.760
**Spin multiplicity**: 6

---

(2)
The following is a DFT calculation (ωB97M-V with the def2-TZVPD basis set) of C44H54N2O3S2SeV as an isolated structure.

Structure (XYZ):
```
107
Properties=species:S:1:pos:R:3:forces:R:3:mulliken_charge:R:1
H 5.050 -6.590 -0.129 0.001 -0.003 -0.004 0.461
H -4.814 -3.602 6.202 -0.001 -0.001 0.001 0.379
C 3.127 3.189 -4.697 0.004 0.005 -0.009 -1.666
H 3.971 -2.230 0.872 -0.004 0.013 0.002 0.748
H 6.525 2.145 1.344 -0.004 0.000 0.001 0.316
C 4.805 -4.483 -0.564 0.008 -0.011 0.004 1.866
C 2.688 5.067 -3.091 0.004 0.008 0.001 -1.642
H 5.003 -4.094 1.577 -0.003 0.004 0.000 0.371
C -4.626 -2.038 4.752 0.016 -0.019 0.012 -0.421
H 2.297 -2.239 -4.899 0.000 -0.001 -0.003 0.335
H -5.217 -2.559 4.007 -0.001 0.000 -0.002 0.368
H 8.322 3.334 -1.659 0.001 0.000 0.001 0.457
H 0.615 4.019 -4.432 0.002 0.001 0.005 0.570
H 8.356 1.007 -0.892 0.000 0.001 0.002 0.463
H -4.068 0.904 3.113 -0.003 -0.008 -0.012 0.419
H 6.911 0.208 -0.278 -0.003 -0.001 -0.003 0.333
H -0.964 -2.345 -3.020 -0.005 -0.003 -0.001 0.335
C 1.528 -1.812 -1.464 -0.072 -0.028 -0.002 -0.069
H 1.692 3.135 1.845 0.010 -0.013 -0.009 0.259
C -1.924 -0.368 1.879 -0.060 -0.028 0.006 0.358
C 5.113 2.169 -1.034 0.014 0.012 0.001 -0.420
O -1.121 1.637 0.070 0.141 -0.230 -0.501 0.266
C -4.398 -2.627 5.985 -0.003 0.004 -0.010 -0.599
C 4.238 -5.892 -0.338 0.004 -0.001 -0.006 -1.596
C -4.367 -0.142 3.128 -0.031 -0.007 0.014 -1.228
Se 1.964 0.005 0.652 -0.003 -0.005 -0.014 0.538
H 1.949 1.967 3.179 -0.004 -0.001 0.006 0.345
H 0.076 -1.332 -4.040 -0.004 0.001 0.004 0.271
C 3.652 -3.519 -0.835 0.001 -0.008 -0.002 -0.491
N -1.609 0.529 2.707 0.035 0.039 -0.009 0.299
V -0.093 0.440 -0.677 0.148 0.588 0.151 0.824
H -0.756 -2.724 -4.727 0.003 -0.001 -0.003 0.580
C 1.284 2.727 2.774 -0.011 0.021 0.026 -1.601
O 0.992 1.710 -1.403 -0.215 -0.303 0.016 -0.868
H -5.425 -0.203 2.867 -0.004 0.006 0.005 0.534
H -1.215 4.458 3.562 0.001 -0.007 0.003 0.464
C 3.029 2.747 -2.245 -0.080 -0.004 0.032 -0.404
H 2.709 3.770 -5.521 0.003 0.001 -0.002 0.484
H -3.467 -2.420 7.908 0.000 0.000 0.001 0.385
S -0.872 -1.189 0.682 0.009 -0.139 0.173 -0.534
H 6.435 3.801 0.734 0.001 0.002 -0.002 0.376
H 6.839 4.278 -1.746 0.001 0.000 -0.001 0.407
H -0.268 -4.756 -2.497 -0.002 -0.002 0.000 0.362
H 2.711 -3.939 -4.660 0.002 0.002 0.000 0.319
C 0.391 -4.702 -3.365 -0.004 0.002 -0.004 -1.680
H 1.328 -3.505 -5.663 0.000 -0.003 -0.002 0.468
H 3.550 -5.906 0.508 0.001 0.000 0.003 0.351
H 0.352 3.707 -2.716 -0.008 -0.001 0.010 0.335
C 3.378 -2.430 -0.009 0.002 0.016 0.028 -0.196
H 3.037 -4.567 -2.572 -0.002 0.000 0.002 0.414
C 1.747 -2.904 -2.299 0.063 0.000 0.035 0.224
C -2.583 4.963 1.987 0.014 0.014 0.037 -0.805
S -3.559 -0.968 1.720 -0.022 0.008 -0.036 -0.071
C 2.431 3.581 -3.385 -0.005 -0.006 -0.004 1.974
H 2.218 5.365 -2.152 -0.005 0.001 0.000 0.341
C 2.829 -3.715 -1.939 -0.014 -0.006 0.003 -0.308
C -1.602 4.186 2.588 -0.005 0.012 -0.008 -0.950
H 7.976 2.934 0.732 0.000 -0.003 -0.001 0.449
H -2.535 -0.186 7.406 0.000 0.001 -0.001 0.375
O 0.550 -0.880 -1.645 -0.063 0.136 -0.023 -0.369
H 1.183 -5.438 -3.236 -0.002 -0.003 0.002 0.297
C 5.611 -4.078 0.670 -0.009 0.001 0.002 -1.940
H -2.956 5.843 2.493 0.001 -0.003 0.003 0.451
C 7.275 0.927 -1.015 -0.002 0.002 0.006 -1.639
C -1.126 3.044 1.959 0.001 -0.051 -0.068 0.801
H 2.269 5.679 -3.891 0.003 0.000 -0.003 0.476
H 3.704 -6.258 -1.216 -0.003 -0.001 0.004 0.312
H 1.230 3.557 3.481 0.005 0.007 -0.018 0.568
C -2.610 3.490 0.083 -0.003 -0.018 0.019 -0.819
C 6.621 2.305 -0.838 0.009 -0.009 0.010 2.005
C 6.901 2.826 0.579 0.005 -0.003 -0.003 -1.675
H -3.845 5.224 0.276 0.001 -0.004 -0.006 0.459
H 6.050 -3.084 0.558 0.001 -0.002 0.000 0.272
H 0.670 2.365 -3.827 -0.004 -0.006 -0.001 0.250
N -0.294 0.931 2.812 0.018 -0.040 0.019 -0.691
H -2.931 0.851 5.198 0.001 0.004 0.002 0.329
H -2.981 3.208 -0.893 0.001 -0.005 0.001 0.518
C 3.031 1.199 -0.400 -0.019 -0.007 -0.081 0.792
C 4.410 2.841 -2.024 0.018 -0.002 -0.007 0.219
H 7.109 2.934 -2.871 0.001 0.001 -0.001 0.391
H 6.148 -3.497 -1.968 0.002 -0.002 0.003 0.320
C 0.941 -3.279 -3.547 0.006 0.001 0.001 1.981
C -3.083 4.615 0.742 -0.015 -0.002 -0.035 -0.656
C 4.385 1.325 -0.195 0.007 0.010 0.032 -0.942
C -0.244 -2.355 -3.838 0.006 0.006 0.009 -2.000
H 3.753 5.292 -3.022 -0.007 0.004 0.003 0.302
H -0.185 -4.986 -4.248 0.001 -0.001 -0.002 0.484
H 4.874 0.768 0.595 -0.005 -0.008 0.000 0.518
H 5.243 -4.837 -2.681 -0.002 0.004 -0.001 0.319
C -3.346 -0.123 5.424 0.001 0.006 -0.020 -0.114
C -3.120 -0.710 6.661 0.009 -0.012 0.010 -0.697
H 4.200 3.379 -4.670 -0.005 -0.005 -0.003 0.312
C 5.747 -4.494 -1.776 0.003 0.003 0.000 -1.568
H 7.073 0.525 -2.010 0.002 0.001 -0.003 0.361
H 6.430 -4.782 0.814 -0.001 -0.005 -0.001 0.434
H 2.975 2.130 -4.916 -0.002 -0.001 -0.003 0.340
C 1.882 -3.239 -4.761 -0.005 -0.001 -0.002 -1.607
C 0.924 3.398 -3.590 0.007 -0.021 0.022 -2.027
H 4.962 3.500 -2.678 -0.001 -0.011 0.002 0.452
C 2.334 1.893 -1.388 0.111 0.078 0.100 0.520
C 2.334 -1.600 -0.346 -0.007 -0.052 -0.094 -0.186
C -3.643 -1.962 6.943 0.000 0.011 0.000 -0.389
C 7.249 3.271 -1.842 -0.013 0.001 -0.003 -2.114
C -4.100 -0.782 4.461 0.012 -0.008 -0.015 0.765
C -0.083 2.161 2.550 0.027 0.054 0.011 0.675
H 6.585 -5.168 -1.589 -0.001 -0.003 -0.001 0.471
C -1.637 2.721 0.698 -0.003 0.035 0.193 0.165
```
Forces are in eV/Å.

Computed properties:
**Highest occupied orbital energy (alpha / beta)**: -10.77 / -10.77 eV
**Molar mass**: 853.0 g/mol
**Lowest unoccupied orbital energy (alpha / beta)**: -4.90 / -4.91 eV
**Net charge**: +1
**ΔE to the lowest compared entry with this formula, charge and spin**: 114.98 kJ/mol

---

> Which value of molar mass does entry 1 give?

576.6 g/mol

---

> Look up the molar mass of the first one.

576.6 g/mol

---

> Which of these has the lowest net charge?

C44H54N2O3S2SeV